A gas-phase ion, C5H9N2 (charge +1) in a non-equilibrium geometry, computed with ωB97M-V/def2-TZVPD.

Properties
- Max |F|: 7.6 eV Å⁻¹
- E_HOMO: -13.261 eV
- HOMO-LUMO gap: 9.51 eV
- Spin multiplicity: 1
- E: -305.13445 Ha
- SMILES: Cc1c[nH]c(C)[nH+]1
- Charge: +1

Geometry (Å):
C1 0.577 -1.082 0.566
C2 1.106 0.086 0.081
C3 -1.275 0.094 0.057
C4 2.593 0.282 -0.150
C5 -2.640 0.441 -0.334
N1 -0.822 -1.048 0.511
N2 0.149 0.955 -0.128
H1 1.265 -1.869 0.784
H2 3.045 -0.298 0.651
H3 3.008 -0.191 -1.066
H4 2.756 1.299 0.028
H5 -3.221 1.045 0.454
H6 -2.579 0.898 -1.277
H7 -3.025 -0.532 -0.531
H8 -1.347 -1.850 0.891
H9 0.410 1.769 -0.538

Just the Mulliken charges please, in e? Sure, here they are: number 1, C, carries -0.619; number 2, C, carries 0.725; number 3, C, carries 0.234; number 4, C, carries -1.149; number 5, C, carries -0.906; number 6, N, carries 0.005; number 7, N, carries -0.172; number 8, H, carries 0.388; number 9, H, carries 0.354; number 10, H, carries 0.299; number 11, H, carries 0.404; number 12, H, carries 0.284; number 13, H, carries 0.336; number 14, H, carries 0.327; number 15, H, carries 0.288; number 16, H, carries 0.202